No. 1
Entry from the OMol25 dataset: an isolated molecule of C20H24FN3OS (ωB97M-V/def2-TZVPD).

Each line ends with the Löwdin charge.
Element x y z (Å)
C (8.695, 2.039, 0.892)  -0.053
C (7.523, 1.276, 0.358)  -0.283
C (7.245, -0.013, 0.792)  -0.042
C (6.157, -0.716, 0.307)  -0.096
C (5.313, -0.120, -0.617)  -0.537
C (5.581, 1.167, -1.068)  -0.110
C (6.677, 1.852, -0.585)  -0.045
H (6.878, 2.853, -0.940)  0.115
H (4.926, 1.619, -1.799)  0.101
S (3.906, -0.953, -1.312)  0.965
C (3.387, -2.058, 0.049)  -0.353
C (1.885, -2.337, 0.038)  -0.534
O (1.458, -3.424, 0.356)  0.071
N (1.143, -1.257, -0.298)  0.098
C (-0.247, -1.149, -0.406)  -0.220
C (-1.127, -2.185, -0.108)  -0.009
C (-2.485, -2.002, -0.241)  -0.004
C (-3.064, -0.789, -0.653)  -0.168
C (-2.143, 0.229, -0.941)  -0.189
C (-0.778, 0.062, -0.832)  0.048
H (-0.140, 0.898, -1.073)  0.126
F (-2.550, 1.468, -1.333)  0.039
N (-4.432, -0.704, -0.811)  -0.094
C (-5.082, 0.385, -1.504)  -0.143
H (-4.434, 0.790, -2.278)  0.120
C (-5.533, 1.484, -0.539)  -0.183
N (-6.434, 0.909, 0.445)  -0.234
C (-6.974, 1.912, 1.335)  -0.106
H (-7.678, 1.441, 2.019)  0.082
H (-7.506, 2.658, 0.746)  0.083
H (-6.196, 2.422, 1.926)  0.088
C (-5.763, -0.154, 1.168)  -0.183
H (-6.460, -0.575, 1.896)  0.121
C (-5.321, -1.250, 0.192)  -0.142
H (-4.837, -2.050, 0.747)  0.108
H (-6.205, -1.650, -0.316)  0.128
H (-4.875, 0.220, 1.714)  0.131
H (-6.069, 2.258, -1.092)  0.123
H (-4.652, 1.947, -0.061)  0.121
H (-5.973, -0.033, -1.985)  0.127
H (-3.132, -2.840, -0.038)  0.110
H (-0.739, -3.137, 0.212)  0.101
H (1.657, -0.430, -0.581)  0.088
H (3.644, -1.566, 0.988)  0.095
H (3.913, -3.010, -0.024)  0.087
H (5.981, -1.726, 0.646)  0.101
H (7.894, -0.485, 1.516)  0.112
H (9.384, 1.381, 1.414)  0.074
H (8.356, 2.803, 1.593)  0.084
H (9.227, 2.540, 0.086)  0.080

As for the multiplicity: 1. The energy above the lowest of the compared OMol25 structures with the same formula, charge and spin is 3.2 kcal/mol. For the highest occupied orbital energy, the calculation gives -7.355 eV. The maximum force is 0.59 eV/A. As for the net charge: 0. Its SMILES is Cc1ccc(SCC(=O)Nc2ccc(N3CCN(C)CC3)c(F)c2)cc1. Its HOMO-LUMO gap is 8.12 eV.

No. 2
Entry from the OMol25 dataset: a structure of composition C16H26CrN6OSSeSi (ωB97M-V/def2-TZVPD).

Each line ends with the Mulliken spin population.
Element x y z (Å)
Cr (-0.104, -1.360, -0.145)  0.952
C (1.645, 2.639, 0.068)  -0.005
C (1.348, 1.178, 0.037)  0.027
N (0.185, 0.684, -0.207)  -0.073
N (-0.834, 1.535, -0.484)  0.000
C (-1.831, 0.945, -1.091)  0.003
N (-2.884, 1.680, -1.463)  -0.002
S (-1.867, -0.771, -1.459)  -0.031
C (2.403, 0.180, 0.242)  0.028
C (3.719, 0.516, 0.521)  0.007
C (4.653, -0.487, 0.702)  0.003
C (4.251, -1.810, 0.600)  0.003
C (2.927, -2.065, 0.298)  0.011
N (2.025, -1.103, 0.116)  -0.024
H (0.722, 3.204, 0.022)  0.001
H (2.273, 2.920, -0.781)  0.004
H (2.183, 2.900, 0.982)  0.001
H (-2.856, 2.680, -1.352)  0.000
H (-3.637, 1.257, -1.974)  -0.001
H (4.005, 1.556, 0.597)  0.002
H (5.682, -0.240, 0.924)  0.000
H (4.945, -2.625, 0.743)  0.000
H (2.571, -3.080, 0.193)  0.001
C (2.581, -4.617, -3.350)  0.000
N (2.271, -5.041, -1.987)  0.000
C (2.920, -6.041, -1.289)  0.000
C (2.329, -6.127, -0.080)  0.000
N (1.322, -5.178, -0.055)  0.001
C (0.380, -5.002, 1.047)  0.001
C (1.294, -4.519, -1.226)  0.003
Se (0.077, -3.202, -1.799)  0.011
H (3.439, -5.183, -3.700)  0.000
H (2.809, -3.555, -3.366)  0.000
H (1.730, -4.803, -4.000)  -0.001
H (3.734, -6.601, -1.714)  0.000
H (2.522, -6.774, 0.757)  0.000
H (-0.133, -5.943, 1.235)  0.000
H (-0.343, -4.238, 0.782)  -0.003
H (0.912, -4.690, 1.944)  0.001
C (-2.964, 0.318, 2.087)  0.001
Si (-2.285, -1.397, 2.309)  0.010
C (-3.485, -2.700, 1.743)  -0.001
C (-1.738, -1.685, 4.063)  0.003
O (-0.901, -1.620, 1.370)  0.064
H (-3.726, 0.538, 2.840)  0.000
H (-3.422, 0.433, 1.106)  0.000
H (-2.169, 1.062, 2.190)  0.000
H (-4.462, -2.555, 2.212)  -0.001
H (-3.139, -3.703, 2.003)  0.001
H (-3.625, -2.651, 0.660)  0.001
H (-2.591, -1.800, 4.736)  0.000
H (-1.133, -0.853, 4.431)  0.000
H (-1.138, -2.596, 4.126)  0.000

As for the multiplicity: 2. The energy above the lowest of the compared OMol25 structures with the same formula, charge and spin is 7.3 kcal/mol. For the highest occupied orbital energy (spin up / spin down), the calculation gives -10.637 / -10.940 eV. The maximum force is 0.70 eV/A. As for the net charge: +1. Its HOMO-LUMO gap (spin up / spin down) is 7.31 / 7.43 eV.

No. 3
Entry from the OMol25 dataset: an isolated molecule of C5H5NO2 at a distorted geometry (ωB97M-V/def2-TZVPD).

Each line ends with the Löwdin charge.
Element x y z (Å)
C (-2.621, -0.079, -0.005)  -0.045
C (-0.322, -0.016, 0.018)  -0.356
C (1.171, -1.512, -0.015)  -0.071
C (1.969, -0.435, 0.025)  -0.003
C (1.033, 0.703, -0.008)  -0.297
H (-2.599, -0.813, -0.829)  0.099
H (-2.696, -0.594, 0.990)  0.112
H (-3.428, 0.633, -0.108)  0.087
H (1.494, -2.531, -0.107)  0.106
H (3.017, -0.346, 0.029)  0.097
N (-0.259, -1.287, 0.015)  0.137
O (-1.418, 0.692, -0.012)  -0.005
O (1.249, 1.893, -0.008)  0.140

As for the multiplicity: 1. The energy above the lowest of the compared OMol25 structures with the same formula, charge and spin is 43.3 kcal/mol. For the highest occupied orbital energy, the calculation gives -9.425 eV. The maximum force is 1.52 eV/A. As for the net charge: 0. Its SMILES is COC1=NC=CC1=O. Its HOMO-LUMO gap is 8.64 eV.

No. 4
Entry from the OMol25 dataset: an isolated molecule of C2H2Cl2S2 at a distorted geometry (ωB97M-V/def2-TZVPD).

Each line ends with the Mulliken spin population.
Element x y z (Å)
C (1.189, 0.617, -0.528)  0.961
C (-2.183, -0.322, -0.287)  0.551
S (2.480, -0.015, 0.360)  0.087
S (-0.551, -0.578, -0.300)  0.118
Cl (0.684, 2.210, -0.225)  0.113
Cl (-3.102, 0.989, 0.348)  0.069
H (-2.774, -0.889, -1.070)  0.023
H (2.386, 0.903, 1.534)  0.077

As for the multiplicity: 3. The energy above the lowest of the compared OMol25 structures with the same formula, charge and spin is 43.7 kcal/mol. For the highest occupied orbital energy (spin up / spin down), the calculation gives -7.343 / -9.348 eV. The maximum force is 2.69 eV/A. As for the net charge: 0. Its HOMO-LUMO gap (spin up / spin down) is 7.38 / 7.05 eV.

No. 5
Entry from the OMol25 dataset: a structure of composition C5H15N2O4 at a distorted geometry (ωB97M-V/def2-TZVPD).

Each line ends with the Löwdin charge.
Element x y z (Å)
C (-2.843, -1.299, -0.257)  -0.057
C (-1.841, -0.541, 0.592)  -0.178
C (0.639, 2.000, -0.114)  -0.148
C (0.422, 0.594, 0.427)  -0.320
C (1.968, -0.607, -0.136)  -0.529
N (1.311, -1.494, -1.020)  0.132
N (-0.727, -0.057, -0.259)  0.063
O (-0.596, 2.475, -0.626)  -0.049
O (0.425, 0.431, 1.786)  0.023
O (2.851, 0.218, -0.752)  0.082
O (2.357, -1.172, 1.026)  0.098
H (-3.244, -0.666, -1.045)  0.086
H (-2.390, -2.180, -0.703)  0.084
H (-3.672, -1.623, 0.365)  0.090
H (-1.425, -1.183, 1.370)  0.134
H (-2.315, 0.324, 1.060)  0.138
H (1.011, 2.645, 0.692)  0.143
H (1.397, 1.973, -0.911)  0.127
H (1.416, -2.459, -0.717)  0.135
H (1.625, -1.381, -1.979)  0.132
H (-1.095, 0.637, -0.928)  0.162
H (-0.269, -0.863, -0.792)  0.134
H (-0.482, 3.365, -0.971)  0.116
H (-0.088, 1.108, 2.249)  0.142
H (3.573, 0.462, -0.155)  0.146
H (1.991, -0.709, 1.799)  0.115

As for the multiplicity: 1. The energy above the lowest of the compared OMol25 structures with the same formula, charge and spin is 47.9 kcal/mol. For the highest occupied orbital energy, the calculation gives -13.132 eV. The maximum force is 3.91 eV/A. As for the net charge: +1. Its HOMO-LUMO gap is 10.47 eV.

No. 6
Entry from the OMol25 dataset: a cluster of 2 separate species, C17H29N2O3S in total (ωB97M-V/def2-TZVPD).

Each line ends with the Löwdin charge.
Element x y z (Å)
C (3.817, -0.743, 1.991)  -0.107
C (3.986, -1.376, 0.593)  -0.265
C (2.691, -1.316, -0.220)  -0.224
C (1.538, -2.150, 0.376)  -0.198
C (0.277, -1.304, 0.559)  -0.238
C (-0.970, -2.107, 0.926)  -0.205
C (-2.295, -1.440, 0.533)  -0.211
C (-2.989, -0.613, 1.629)  -0.210
C (-2.235, 0.560, 2.274)  -0.193
C (-2.217, 1.836, 1.412)  -0.142
C (-0.935, 1.955, 0.601)  -0.236
C (-0.891, 2.924, -0.588)  -0.066
C (0.606, 2.785, -0.867)  -0.370
N (1.131, 3.559, -1.997)  0.085
C (0.978, 2.952, -3.033)  -0.776
S (0.568, 2.003, -4.196)  0.804
N (1.130, 3.091, 0.460)  0.125
C (0.307, 2.409, 1.362)  -0.436
O (0.552, 2.260, 2.534)  0.083
H (4.019, -1.465, 2.784)  0.063
H (4.487, 0.107, 2.130)  0.061
H (2.795, -0.389, 2.149)  0.060
H (4.303, -2.418, 0.677)  0.099
H (4.741, -0.802, 0.049)  0.092
H (2.382, -0.262, -0.268)  0.093
H (2.874, -1.616, -1.255)  0.108
H (1.307, -2.982, -0.291)  0.112
H (1.860, -2.517, 1.358)  0.107
H (0.083, -0.828, -0.410)  0.089
H (0.510, -0.537, 1.307)  0.093
H (-0.911, -3.044, 0.365)  0.099
H (-0.985, -2.354, 1.995)  0.111
H (-2.163, -0.867, -0.389)  0.095
H (-2.995, -2.236, 0.268)  0.112
H (-3.315, -1.299, 2.420)  0.100
H (-3.905, -0.210, 1.179)  0.101
H (-1.217, 0.294, 2.569)  0.098
H (-2.756, 0.800, 3.206)  0.103
H (-2.316, 2.713, 2.058)  0.115
H (-3.076, 1.823, 0.735)  0.116
H (-0.781, 0.983, 0.121)  0.122
H (-1.500, 2.680, -1.456)  0.128
H (-1.029, 3.949, -0.230)  0.131
H (0.829, 1.725, -1.055)  0.136
H (2.123, 2.989, 0.625)  0.142
C (-1.241, -0.892, -3.997)  -0.079
C (-1.735, -2.068, -3.112)  -0.766
O (-1.136, -2.208, -2.015)  -0.081
O (-2.679, -2.735, -3.580)  -0.086
H (-0.418, -0.383, -3.496)  -0.012
H (-0.900, -1.255, -4.969)  0.059
H (-2.056, -0.184, -4.167)  0.057

As for the multiplicity: 1. For the highest occupied orbital energy, the calculation gives -4.488 eV. The maximum force is 0.99 eV/A. As for the net charge: -1. Its HOMO-LUMO gap is 7.01 eV.

No. 7
Entry from the OMol25 dataset: the ion C2H6O2P with charge +1 at a distorted geometry (ωB97M-V/def2-TZVPD).

Each line ends with the Löwdin charge.
Element x y z (Å)
C (-0.330, 1.474, -0.745)  -0.097
C (-0.357, -1.519, -0.630)  -0.105
O (-2.619, -0.105, -0.066)  0.016
O (-1.494, 0.078, 1.438)  0.018
P (-1.046, 0.031, -0.060)  0.637
H (0.270, 1.933, 0.075)  0.110
H (-1.177, 2.126, -0.953)  0.093
H (0.311, 1.252, -1.570)  0.074
H (0.728, -1.735, -0.424)  0.111
H (-0.517, -1.331, -1.635)  0.034
H (-0.944, -2.442, -0.393)  0.109

As for the multiplicity: 1. The energy above the lowest of the compared OMol25 structures with the same formula, charge and spin is 69.7 kcal/mol. For the highest occupied orbital energy (spin up / spin down), the calculation gives -18.119 / -18.120 eV. The maximum force is 2.83 eV/A. As for the net charge: +1. Its HOMO-LUMO gap (spin up / spin down) is 9.09 / 9.09 eV.

> The lowest net charge belongs to which entry?

C17H29N2O3S

> Which value of maximum force does entry 5 give?

3.91 eV/A